C4H7N3O | wB97M-V/def2-TZVPD

The geometry in ORCA input format:
```
! RIJCOSX wB97M-V def2-TZVPD def2/J DEFGRID3
* xyz 0 1
C 1.813 -0.429 -0.118
C 0.844 0.701 -0.604
C -1.326 0.951 0.451
C -2.051 -0.953 -0.029
H 0.393 -0.525 1.215
H 2.757 0.137 -0.195
H 1.717 -1.385 -0.608
H 0.981 1.669 -0.125
H 0.939 0.717 -1.659
H -1.254 2.078 0.759
H -2.611 -1.931 -0.133
N -0.479 0.326 -0.316
N -2.393 0.118 0.722
N -0.913 -0.920 -0.649
O 1.583 -0.555 1.288
*
```

Values from the calculation:
- Electronic energy: -10777.0383 eV
- Gap between HOMO and LUMO: 11.20 eV
- SMILES string: OCCn1cncn1
- HOMO level: -10.39 eV
- ΔE to the lowest compared entry with this formula, charge and spin: 2.709 eV



C5H13NS | wB97M-V/def2-TZVPD

The geometry in ORCA input format:
```
! RIJCOSX wB97M-V def2-TZVPD def2/J DEFGRID3
* xyz 0 1
C 1.113 1.113 -0.502
N 1.676 -0.046 -1.237
C -0.573 -2.265 0.321
C -0.532 -1.528 -0.839
S -1.207 1.735 2.012
C -0.712 -1.329 1.536
C -0.135 1.662 -1.234
H 0.627 0.721 0.437
H 1.771 1.965 -0.180
H 2.305 0.214 -1.939
H -0.343 -3.236 0.602
H 0.482 -0.795 -1.186
H -1.071 -2.044 -1.618
H -0.054 1.585 2.551
H -1.232 -1.786 2.395
H 0.278 -1.048 1.796
H -1.261 -0.333 1.271
H -0.339 2.429 -0.537
H 0.206 2.019 -2.304
H -0.996 0.967 -1.347
*
```

Values from the calculation:
- Electronic energy: -17711.0492 eV
- Gap between HOMO and LUMO: 3.81 eV
- HOMO level: -7.54 eV
- ΔE to the lowest compared entry with this formula, charge and spin: 10.202 eV



C9H14O | wB97M-V/def2-TZVPD

The geometry in ORCA input format:
```
! RIJCOSX wB97M-V def2-TZVPD def2/J DEFGRID3
* xyz 0 1
C 1.529 -2.396 2.686
C 0.531 -3.262 3.437
H 1.182 -1.372 2.574
H 2.477 -2.322 3.221
H 1.802 -2.756 1.699
H 0.609 -3.088 4.505
H 0.750 -4.321 3.299
H -0.490 -3.063 3.130
C 1.855 0.046 -2.639
C 0.483 -0.093 -0.491
C 0.691 0.392 -1.770
C -0.502 0.378 0.359
C -0.278 1.290 -2.230
C -1.366 1.343 -0.122
C -1.322 1.749 -1.446
O -2.315 1.943 0.682
H 1.156 -0.865 -0.131
H -0.628 -0.059 1.345
H 2.707 -0.277 -2.047
H 2.188 0.947 -3.159
H -0.196 1.733 -3.215
H -2.017 2.459 -1.868
H -1.917 2.174 1.537
H 1.719 -0.699 -3.423
*
```

Values from the calculation:
- Electronic energy: -11607.2977 eV
- Gap between HOMO and LUMO: 9.41 eV
- SMILES string: Cc1ccc(O)cc1.CC
- HOMO level: -8.55 eV
- ΔE to the lowest compared entry with this formula, charge and spin: 0.339 eV



C5H9NO | wB97M-V/def2-TZVPD

The geometry in ORCA input format:
```
! RIJCOSX wB97M-V def2-TZVPD def2/J DEFGRID3
* xyz 0 1
C -2.305 0.156 -1.426
C -0.497 0.265 -0.596
C 0.026 -1.466 1.083
C 1.295 0.711 1.003
C 0.592 -0.374 0.177
N -0.347 0.863 -1.760
O -1.559 1.051 -2.306
H -3.056 0.751 -0.899
H 0.819 -1.916 1.676
H -0.448 -2.242 0.486
H -0.723 -1.043 1.747
H 0.582 1.194 1.666
H 1.739 1.468 0.357
H 2.085 0.266 1.605
H 1.326 -0.822 -0.511
H 0.473 1.138 -2.302
*
```

Values from the calculation:
- Electronic energy: -8861.9966 eV
- Gap between HOMO and LUMO (spin up / spin down): 8.35 / 8.35 eV
- HOMO level (spin up / spin down): -7.64 / -7.63 eV
- ΔE to the lowest compared entry with this formula, charge and spin: 7.216 eV